Entry 1:
{"formula": "C21H31BF4N4O2Yb", "method": "the ωB97M-V functional and the def2-TZVPD basis", "symbols": ["Yb", "C", "N", "C", "C", "C", "N", "C", "C", "F", "C", "F", "C", "C", "F", "C", "F", "H", "H", "H", "H", "H", "H", "H", "H", "H", "H", "H", "C", "C", "C", "O", "B", "O", "C", "C", "C", "H", "H", "H", "H", "H", "H", "H", "H", "H", "H", "H", "H", "C", "C", "C", "C", "N", "N", "C", "H", "H", "H", "H", "H", "H", "H", "H"], "xyz": [[-0.08, -0.49, 0.54], [3.03, -0.29, 1.44], [2.41, 0.07, 0.15], [3.12, -0.60, -0.94], [2.49, 1.54, -0.06], [1.42, 2.28, 0.70], [0.16, 1.67, 0.29], [-1.06, 2.13, 0.74], [-2.20, 1.44, 0.31], [-1.98, 0.34, -0.54], [-3.50, 1.71, 0.69], [-4.48, 0.95, 0.21], [-3.74, 2.74, 1.56], [-2.64, 3.45, 2.01], [-2.82, 4.45, 2.88], [-1.35, 3.16, 1.63], [-0.35, 3.89, 2.15], [4.09, -0.02, 1.46], [2.94, -1.37, 1.62], [2.52, 0.22, 2.26], [4.13, -0.19, -1.07], [2.57, -0.48, -1.87], [3.23, -1.67, -0.71], [2.35, 1.73, -1.12], [3.49, 1.89, 0.23], [1.47, 3.34, 0.46], [1.59, 2.20, 1.78], [-4.74, 2.98, 1.89], [-1.24, 1.51, 5.25], [-1.08, 0.06, 4.84], [-2.14, -0.80, 5.50], [-1.32, -0.02, 3.40], [-0.38, -0.85, 2.82], [0.57, -1.25, 3.74], [0.37, -0.50, 4.98], [0.58, -1.44, 6.15], [1.44, 0.59, 4.99], [-2.29, 1.80, 5.15], [-0.64, 2.18, 4.63], [-0.95, 1.65, 6.30], [-3.12, -0.41, 5.24], [-2.03, -0.80, 6.58], [-2.08, -1.83, 5.15], [-0.10, -2.29, 6.10], [0.43, -0.92, 7.10], [1.60, -1.82, 6.13], [1.32, 1.27, 4.14], [2.42, 0.11, 4.92], [1.41, 1.18, 5.91], [1.57, -5.96, -0.40], [0.60, -4.82, -0.37], [-0.76, -4.78, -0.12], [-1.12, -3.43, -0.22], [-0.06, -2.68, -0.52], [0.98, -3.55, -0.59], [-2.47, -2.82, -0.04], [1.03, -6.90, -0.47], [2.17, -5.98, 0.51], [2.24, -5.89, -1.25], [-1.40, -5.61, 0.10], [1.88, -3.23, -0.90], [-3.23, -3.59, 0.07], [-2.75, -2.19, -0.89], [-2.52, -2.21, 0.87]], "homo_lumo_gap_ev": [8.44, 7.81], "energy_ha": -2771.18353, "total_charge": 1, "multiplicity": 2, "homo_energy_ev": [-10.7233, -10.7267]}

=====

Entry 2:
{"formula": "C5H10O2", "method": "the ωB97M-V functional and the def2-TZVPD basis", "symbols": ["C", "O", "C", "C", "C", "C", "O", "H", "H", "H", "H", "H", "H", "H", "H", "H", "H"], "xyz": [[2.22, 0.41, 0.90], [1.52, -0.71, 1.38], [0.18, -0.98, -1.52], [-0.90, -0.20, -1.45], [-1.88, -0.27, -0.30], [-1.61, 0.86, 0.66], [-0.94, 0.76, 1.66], [3.11, 0.06, 0.38], [2.54, 1.07, 1.72], [1.62, 1.01, 0.20], [0.87, -0.91, -2.35], [0.42, -1.69, -0.74], [-1.09, 0.53, -2.23], [-2.91, -0.18, -0.68], [-1.77, -1.21, 0.24], [-2.05, 1.84, 0.40], [0.67, -0.39, 1.72]], "homo_lumo_gap_ev": 10.43, "energy_ha": -346.93697, "smiles": "C=CCC=O.CO", "relative_energy_ev": 2.407, "homo_energy_ev": -9.7966}

=====

Entry 3:
{"formula": "C2H11N2O2", "method": "the ωB97M-V functional and the def2-TZVPD basis", "symbols": ["C", "C", "N", "N", "H", "H", "H", "H", "H", "H", "H", "H", "H", "O", "H", "H", "O"], "xyz": [[1.18, -0.55, -0.64], [0.74, -1.74, -0.06], [0.31, -2.76, -0.74], [0.45, 0.72, -0.33], [1.70, -0.55, -1.58], [0.66, -1.56, 1.01], [0.66, -3.73, -0.77], [-0.26, -2.46, -1.58], [0.42, 1.36, -1.16], [-0.54, 0.31, 0.00], [1.02, 1.27, 0.42], [0.80, 3.91, 1.43], [-0.28, 3.97, 0.57], [0.09, 3.34, 1.08], [-2.15, -0.93, 0.95], [-2.97, 0.32, 0.24], [-2.07, -0.07, 0.43]], "homo_lumo_gap_ev": 9.19, "energy_ha": -342.46256, "total_charge": 1, "relative_energy_ev": 3.425, "homo_energy_ev": -12.5552}

=====

Entry 4:
{"formula": "C31H19Cl2CrF6N5O12S2", "method": "the ωB97M-V functional and the def2-TZVPD basis", "symbols": ["Cr", "F", "C", "F", "F", "S", "O", "O", "N", "S", "O", "O", "C", "F", "F", "F", "O", "C", "O", "C", "C", "Cl", "N", "N", "C", "C", "O", "O", "C", "C", "C", "C", "C", "C", "H", "H", "H", "H", "H", "H", "O", "C", "O", "C", "C", "Cl", "N", "N", "C", "C", "O", "O", "C", "C", "C", "C", "C", "C", "H", "H", "H", "H", "H", "H", "C", "C", "C", "C", "C", "C", "C", "H", "H", "H", "H", "H", "H", "H"], "xyz": [[0.03, -1.17, -0.27], [2.42, -3.71, -1.50], [3.35, -3.57, -0.57], [4.53, -3.93, -1.07], [3.06, -4.38, 0.46], [3.44, -1.84, 0.06], [2.05, -1.47, 0.34], [4.29, -1.94, 1.20], [4.11, -1.05, -1.10], [3.48, 0.09, -1.98], [2.12, 0.43, -1.64], [4.42, 1.15, -2.16], [3.34, -0.72, -3.64], [2.87, -1.96, -3.53], [2.51, -0.02, -4.40], [4.53, -0.77, -4.23], [-4.06, 2.23, 1.91], [-2.91, 2.58, 2.45], [-2.81, 3.51, 3.22], [-1.71, 1.77, 2.07], [-0.42, 1.99, 2.54], [0.18, 3.15, 3.62], [0.40, 1.09, 1.98], [-0.29, 0.29, 1.14], [-1.55, 0.68, 1.20], [-2.51, -0.07, 0.31], [-3.70, 0.23, 0.31], [-1.96, -0.96, -0.40], [1.81, 0.95, 2.25], [2.72, 1.56, 1.41], [4.07, 1.46, 1.71], [4.48, 0.77, 2.84], [3.55, 0.18, 3.68], [2.20, 0.26, 3.38], [-3.97, 1.45, 1.28], [2.38, 2.08, 0.52], [4.80, 1.89, 1.03], [5.54, 0.68, 3.06], [3.87, -0.37, 4.55], [1.45, -0.20, 4.02], [-1.59, -1.74, -5.95], [-2.00, -0.53, -5.61], [-2.70, 0.13, -6.34], [-1.54, -0.01, -4.29], [-1.79, 1.26, -3.81], [-2.60, 2.57, -4.53], [-1.21, 1.38, -2.60], [-0.58, 0.25, -2.26], [-0.79, -0.61, -3.24], [-0.32, -2.01, -3.03], [-0.37, -2.82, -3.96], [0.11, -2.29, -1.86], [-1.23, 2.48, -1.69], [-0.03, 2.96, -1.20], [-0.04, 4.00, -0.28], [-1.25, 4.56, 0.13], [-2.45, 4.06, -0.37], [-2.44, 3.01, -1.28], [-1.05, -2.18, -5.22], [0.90, 2.51, -1.53], [0.89, 4.39, 0.11], [-1.26, 5.36, 0.85], [-3.39, 4.47, -0.03], [-3.37, 2.59, -1.64], [-0.29, -2.74, 1.10], [-1.53, -2.65, 1.89], [-2.74, -3.17, 1.43], [-3.91, -3.02, 2.16], [-3.90, -2.34, 3.38], [-2.71, -1.82, 3.85], [-1.54, -1.97, 3.12], [-0.25, -3.61, 0.44], [0.59, -2.71, 1.74], [-2.76, -3.67, 0.47], [-4.84, -3.42, 1.78], [-4.82, -2.21, 3.94], [-2.68, -1.28, 4.79], [-0.61, -1.56, 3.49]], "homo_lumo_gap_ev": [8.47, 8.15], "energy_ha": -5730.12453, "total_charge": -1, "multiplicity": 4, "relative_energy_ev": 0.000, "homo_energy_ev": [-6.3552, -6.0337]}

=====

Entry 5:
{"formula": "C6H12N2O", "method": "the ωB97M-V functional and the def2-TZVPD basis", "symbols": ["C", "C", "C", "C", "C", "C", "N", "N", "O", "H", "H", "H", "H", "H", "H", "H", "H", "H", "H", "H", "H"], "xyz": [[-1.22, -0.02, 2.02], [-0.93, 1.27, 2.17], [-0.31, 1.70, -0.08], [-1.18, -0.75, 0.71], [-0.34, -0.62, -1.60], [2.24, -0.65, -0.46], [-0.57, 2.09, 1.09], [-0.13, -0.29, -0.21], [1.07, -0.55, 0.34], [-1.55, -0.60, 2.87], [-1.00, 1.77, 3.13], [-0.06, 2.27, -0.96], [-1.02, -1.82, 0.90], [-2.17, -0.65, 0.23], [-0.24, -1.71, -1.72], [-1.33, -0.33, -1.92], [0.40, -0.14, -2.25], [3.05, -0.75, 0.27], [2.42, 0.24, -1.08], [2.22, -1.55, -1.09], [-0.57, 3.10, 1.31]], "homo_lumo_gap_ev": 9.07, "energy_ha": -419.72978, "total_charge": 2, "relative_energy_ev": 3.898, "homo_energy_ev": -19.1712}

=====

Entry 6:
{"formula": "C5H11N", "method": "the ωB97M-V functional and the def2-TZVPD basis", "symbols": ["C", "C", "C", "C", "C", "N", "H", "H", "H", "H", "H", "H", "H", "H", "H", "H", "H"], "xyz": [[-0.34, 0.28, 1.47], [0.91, 0.55, 0.64], [0.86, -0.16, -0.74], [-1.22, -0.08, -2.11], [-0.13, 0.51, -1.67], [-0.42, -1.04, 2.08], [-0.32, 1.07, 2.24], [-1.28, 0.46, 0.94], [1.88, 0.46, 1.12], [0.80, 1.63, 0.42], [1.84, -0.15, -1.22], [0.59, -1.21, -0.60], [-2.07, 0.36, -2.64], [-1.41, -1.16, -2.17], [0.24, 1.46, -2.03], [0.24, -1.20, 2.83], [-0.17, -1.77, 1.43]], "homo_lumo_gap_ev": 10.29, "energy_ha": -251.81283, "smiles": "C=CCCCN", "relative_energy_ev": 1.352, "homo_energy_ev": -9.0930}